{"formula": "C10H10NO3S", "method": "the ωB97M-V functional and the def2-TZVPD basis", "symbols": ["C", "C", "C", "C", "C", "C", "C", "C", "C", "C", "N", "O", "O", "O", "S", "H", "H", "H", "H", "H", "H", "H", "H", "H", "H"], "xyz": [[1.57951, 2.79564, 0.15181], [0.18738, 3.18018, -0.11338], [1.79837, 1.48060, 0.29699], [-0.79828, 2.21012, -0.16916], [0.87500, 0.52333, 0.06835], [0.96846, -0.91933, 0.02600], [-0.46548, 0.90336, -0.06540], [-0.25483, -1.45304, -0.09296], [2.28568, -1.67345, 0.03895], [-0.83450, -2.83709, -0.32035], [-1.23125, -0.12715, -0.27984], [-3.33940, 1.16131, -0.19046], [-3.46898, -1.33251, -0.51919], [-2.85370, -0.38472, 1.66161], [-2.89294, -0.14867, 0.22534], [2.37999, 3.56099, 0.43767], [-0.07829, 4.32831, -0.15454], [2.84838, 1.13191, 0.60691], [-1.90176, 2.33478, -0.19062], [2.15534, -2.62848, -0.32782], [2.81852, -1.70167, 0.98305], [3.02167, -1.10761, -0.68975], [-0.47602, -3.46479, 0.40760], [-0.45154, -3.28904, -1.21428], [-1.87133, -2.54296, -0.57653]], "lowdin_charge": [-0.132, -0.081, -0.123, -0.046, -0.160, -0.201, -0.319, -0.070, -0.039, -0.024, -0.033, -0.346, -0.398, -0.345, 0.488, 0.105, 0.117, 0.129, 0.097, 0.029, 0.067, 0.115, 0.046, 0.065, 0.059], "orbital_gap_ev": 7.91, "total_charge": -1, "largest_force_ev_per_a": 6.334, "spin_multiplicity": 1, "energy_ev": -29000.4391, "de_lowest_kcal_mol": 13.2, "smiles": "Cc1c(C)n(S(=O)(=O)[O-])c2ccccc12"}

***

{"formula": "C10H10NOS", "method": "the ωB97M-V functional and the def2-TZVPD basis", "symbols": ["C", "C", "C", "C", "C", "C", "C", "C", "C", "C", "N", "O", "S", "H", "H", "H", "H", "H", "H", "H", "H", "H", "H"], "xyz": [[-3.40788, -1.07052, 0.64040], [-4.01389, 0.07781, 0.14414], [-2.08976, -1.28998, 0.47498], [-3.29834, 0.95081, -0.65347], [-1.29667, -0.41318, -0.35838], [-1.95503, 0.72785, -0.77252], [0.06488, -0.82638, -0.55360], [1.32600, -0.23780, -0.32137], [3.58513, -0.38394, 0.58660], [1.82443, 1.07724, -0.03868], [3.40625, 0.98849, 0.15736], [1.30153, 2.15424, 0.07993], [2.73505, -1.25893, -0.72290], [-3.96415, -1.80165, 1.14724], [-5.06183, 0.35799, 0.28173], [-1.41324, -1.92549, 1.09837], [-3.87734, 1.89977, -0.88264], [0.13312, -1.89330, -0.58520], [4.66978, -0.65509, 0.75921], [3.03571, -0.41859, 1.49366], [3.55223, 1.77487, 0.83528], [3.85258, 1.18909, -0.81853], [-1.40452, 1.22840, -1.56954]], "lowdin_charge": [-0.066, -0.047, -0.019, -0.063, -0.212, -0.041, 0.017, -0.405, -0.429, -0.367, 0.030, 0.178, 1.020, 0.103, 0.123, 0.140, 0.144, 0.106, 0.138, 0.097, 0.201, 0.224, 0.128], "orbital_gap_ev": [7.17, 7.17], "total_charge": 1, "largest_force_ev_per_a": 3.822, "spin_multiplicity": 1, "energy_ev": -24895.8399, "de_lowest_kcal_mol": 29.3, "smiles": "O=C1[NH2+]CS/C1=C/c1ccccc1"}

***

{"formula": "C10H10O", "method": "the ωB97M-V functional and the def2-TZVPD basis", "symbols": ["C", "C", "C", "C", "C", "C", "C", "C", "C", "C", "O", "H", "H", "H", "H", "H", "H", "H", "H", "H", "H"], "xyz": [[2.64837, 0.40132, 0.07600], [2.60538, -0.89790, -0.40713], [1.54626, 1.16592, 0.45351], [1.37520, -1.59257, -0.47734], [0.45543, 0.34823, 0.62710], [0.28194, -0.91162, 0.09572], [-1.64249, 1.34516, -0.21852], [-1.84328, 0.01623, -1.04900], [-0.97076, 0.59975, 0.89418], [-1.33020, -0.74026, 0.17692], [-1.98648, -1.74636, 0.75900], [3.59948, 0.85220, -0.07301], [3.44148, -1.44336, -0.48004], [1.58921, 2.20354, 0.83133], [1.32450, -2.56984, -0.87048], [-0.96889, 2.01035, -0.71499], [-2.63791, 1.85730, -0.13388], [-2.83933, -0.20779, -1.25707], [-1.18019, -0.12975, -1.86859], [-1.23598, 0.89425, 1.97036], [-2.23174, -1.45482, 1.66593]], "lowdin_charge": [-0.089, -0.073, -0.001, 0.013, -0.202, -0.040, -0.106, -0.040, -0.187, -0.420, 0.057, 0.090, 0.059, 0.126, 0.089, 0.095, 0.125, 0.092, 0.107, 0.171, 0.133], "orbital_gap_ev": 9.86, "largest_force_ev_per_a": 4.689, "spin_multiplicity": 1, "energy_ev": -12576.5469, "de_lowest_kcal_mol": 81.2, "smiles": "O[C@@]12CC[C@@H]1c1ccccc12"}

***

{"formula": "C10H10OS", "method": "the ωB97M-V functional and the def2-TZVPD basis", "symbols": ["C", "C", "C", "C", "C", "C", "C", "C", "C", "C", "O", "S", "H", "H", "H", "H", "H", "H", "H", "H", "H", "H"], "xyz": [[-2.70835, -0.55271, -0.75261], [-2.19401, -1.78974, -0.49145], [-1.92629, 0.61908, -0.50303], [-0.86098, -1.92370, -0.20067], [-0.58609, 0.57811, -0.08070], [-0.01562, -0.72835, -0.00084], [-0.30020, 3.09539, -0.12975], [1.95414, -1.74276, 1.27897], [0.11902, 1.84078, 0.21786], [1.33011, -0.91431, 0.44277], [2.13290, 0.10424, -0.64502], [3.74421, -0.06831, -0.59435], [-3.64005, -0.43812, -1.23158], [-2.77967, -2.71281, -0.54761], [-2.40198, 1.57256, -0.73946], [-0.42182, -2.81189, 0.22442], [0.17132, 4.00792, 0.19741], [-1.24135, 3.06993, -0.55933], [3.09353, -1.58063, 1.51055], [1.50223, -2.53364, 1.76493], [1.12722, 1.81896, 0.54815], [3.90176, 1.09000, 0.29134]], "lowdin_charge": [-0.068, -0.112, -0.007, 0.000, -0.157, -0.135, 0.055, 0.048, -0.098, -0.210, -0.657, 0.732, 0.088, 0.112, 0.101, 0.103, 0.060, 0.009, 0.079, 0.040, 0.076, -0.061], "orbital_gap_ev": 8.87, "largest_force_ev_per_a": 4.468, "spin_multiplicity": 1, "energy_ev": -23410.7190, "de_lowest_kcal_mol": 47.1, "smiles": "C=Cc1ccccc1C(=C)OS"}

***

{"formula": "C10H11AsN2O4S6Se2Tc", "method": "the ωB97M-V functional and the def2-TZVPD basis", "symbols": ["Tc", "S", "C", "C", "N", "C", "S", "C", "N", "O", "C", "C", "C", "O", "C", "Se", "C", "Se", "H", "H", "H", "H", "H", "H", "H", "H", "H", "H", "S", "As", "S", "S", "S", "O", "C", "O", "H"], "xyz": [[-1.55092, -0.57637, 0.99604], [-0.81219, -0.71218, 3.29098], [-0.37686, 0.91767, 3.75625], [-1.24969, 1.57697, 4.68340], [-1.95690, 2.08026, 5.43723], [0.72212, 1.57092, 3.32255], [1.94508, 1.04335, 2.18987], [1.03987, 2.88823, 3.79881], [1.34208, 3.94037, 4.14992], [0.39856, -2.41425, -3.04818], [1.09767, -1.93895, -1.91236], [1.32498, -0.41865, -1.95078], [2.31934, -0.12867, -3.08970], [2.68531, 1.23694, -3.19954], [1.94688, 0.09329, -0.65356], [1.05649, -0.59323, 0.95291], [0.03519, 0.33968, -2.24457], [-1.61303, -0.20584, -1.35991], [-0.54141, -2.44925, -2.82473], [2.06996, -2.44197, -1.89594], [0.56005, -2.23606, -1.00401], [1.89960, -0.50443, -4.02859], [3.24942, -0.66771, -2.89635], [1.90169, 1.74917, -3.42425], [1.89124, 1.17825, -0.60843], [2.98766, -0.22420, -0.56706], [-0.22926, 0.19533, -3.29470], [0.14938, 1.40354, -2.04144], [-4.68307, -4.02800, 2.18860], [-3.61937, -3.11662, 0.68507], [-3.70787, -0.82780, 0.91449], [-1.42142, -2.80789, 1.18783], [-3.69752, -3.53223, -1.34446], [-0.39991, 2.38084, 0.07599], [-1.27823, 2.42092, 0.92574], [-1.88179, 1.42427, 1.47549], [-1.60313, 3.38430, 1.35740]], "lowdin_charge": [0.260, 0.563, -0.687, -0.262, 0.179, -0.663, 0.693, -0.278, 0.182, -0.054, -0.258, -0.566, -0.215, -0.043, -0.422, 0.672, -0.484, 0.722, 0.064, 0.136, 0.050, 0.131, 0.130, 0.086, 0.063, 0.085, 0.071, 0.056, -0.073, -0.489, 0.183, 0.048, -0.081, -0.063, -0.531, -0.345, 0.139], "orbital_gap_ev": [5.86, 5.87], "total_charge": -1, "largest_force_ev_per_a": 0.491, "spin_multiplicity": 1, "energy_ev": -280463.3482}

***

{"formula": "C10H11Br", "method": "the ωB97M-V functional and the def2-TZVPD basis", "symbols": ["C", "C", "C", "C", "C", "C", "C", "C", "C", "C", "Br", "H", "H", "H", "H", "H", "H", "H", "H", "H", "H", "H"], "xyz": [[1.26449, -1.66024, 2.00555], [-0.08506, -1.87631, 2.15985], [1.71937, -1.07414, 0.86525], [-1.01267, -1.30862, 1.27092], [0.83457, -0.45064, -0.02680], [-0.50822, -0.62548, 0.20433], [1.29405, 0.34687, -1.26386], [0.11931, 0.33609, -2.15192], [-1.32686, 0.11500, -0.71271], [-1.74623, 1.38131, -0.11239], [-2.80371, -0.94209, -1.35304], [2.06532, -2.14167, 2.55631], [-0.40194, -2.58650, 2.95977], [2.81398, -0.89216, 0.90385], [-2.10360, -1.24788, 1.38456], [1.55375, 1.37395, -0.78116], [2.21022, -0.16512, -1.73691], [-0.02295, 1.24307, -2.76300], [-0.25429, -0.54987, -2.70126], [-2.47202, 1.87873, -0.70554], [-0.83717, 2.05668, 0.14740], [-2.15597, 1.08634, 0.93306]], "lowdin_charge": [-0.115, -0.071, -0.050, -0.054, -0.184, -0.350, -0.184, -0.051, -0.758, -0.135, 0.752, 0.106, 0.115, 0.124, 0.105, 0.148, 0.140, 0.087, 0.078, 0.054, 0.126, 0.115], "orbital_gap_ev": 9.66, "largest_force_ev_per_a": 4.326, "spin_multiplicity": 1, "energy_ev": -80588.8057, "de_lowest_kcal_mol": 7.0}

***

{"formula": "C10H11BrOS", "method": "the ωB97M-V functional and the def2-TZVPD basis", "symbols": ["C", "C", "C", "C", "C", "C", "C", "C", "C", "C", "O", "S", "Br", "H", "H", "H", "H", "H", "H", "H", "H", "H", "H", "H"], "xyz": [[-1.34449, 2.93093, -0.78118], [-1.84217, 2.91397, 0.56212], [-0.57220, 1.86346, -1.24020], [-1.49057, 1.83569, 1.34106], [-0.26747, 0.81263, -0.37802], [-0.68918, 0.83403, 0.94334], [0.81504, -0.19911, -0.60572], [0.61282, -1.38423, 0.33045], [1.81466, -2.14540, 0.92114], [-0.39628, -2.31421, -0.38749], [1.10710, -0.39552, -1.89706], [-0.14115, -0.54062, 1.79787], [2.57826, 0.85821, 0.21726], [-1.58790, 3.78162, -1.37277], [-2.51311, 3.69529, 0.95637], [-0.26384, 1.88638, -2.30548], [-1.82403, 1.80610, 2.44192], [1.60922, -2.58704, 1.82245], [2.69855, -1.55361, 0.87354], [2.06660, -3.07595, 0.38689], [-0.11280, -3.33299, -0.00923], [-0.31653, -2.28117, -1.51160], [-1.38807, -2.09935, -0.10712], [1.44752, -1.30908, -1.99855]], "lowdin_charge": [-0.058, -0.056, -0.017, -0.122, -0.272, -0.553, -0.658, -0.696, -0.129, -0.046, 0.005, 1.038, 0.560, 0.088, 0.113, 0.132, 0.139, 0.043, 0.000, 0.091, 0.098, 0.105, 0.059, 0.135], "orbital_gap_ev": 8.34, "largest_force_ev_per_a": 4.725, "spin_multiplicity": 1, "energy_ev": -93472.9996, "de_lowest_kcal_mol": 0.0, "smiles": "CC1(C)Sc2ccccc2[C@@]1(O)Br"}

***

{"formula": "C10H11ClCrF5IrS", "method": "the ωB97M-V functional and the def2-TZVPD basis", "symbols": ["Ir", "Cl", "C", "H", "H", "H", "Cr", "C", "C", "C", "H", "H", "H", "H", "H", "H", "H", "H", "F", "C", "C", "F", "C", "F", "C", "S", "C", "F", "C", "F"], "xyz": [[0.69373, -1.07231, -0.45091], [1.27429, -2.45536, 1.50260], [1.95878, 0.30672, 0.28073], [1.69570, 1.35463, 0.03077], [2.92565, 0.03134, -0.19552], [2.08342, 0.15102, 1.37941], [-0.02615, -0.19045, -2.76504], [-1.59857, 1.06070, -3.35304], [0.46267, -1.36776, -4.39281], [1.77132, 0.86007, -2.39080], [0.92294, -0.67003, -5.13193], [1.24680, -2.08855, -4.10366], [-0.33128, -1.92821, -4.92598], [-1.29388, 2.08154, -2.99000], [-1.65518, 1.12114, -4.47344], [-2.64248, 0.83192, -2.97221], [2.76201, 0.30979, -2.35015], [1.87783, 1.92344, -2.06889], [-1.03925, -0.17771, 6.06138], [-1.02799, -0.10516, 4.71093], [-1.57245, -1.14368, 3.93602], [-2.12743, -2.20540, 4.55000], [-1.48437, -1.09888, 2.54266], [-1.96234, -2.10631, 1.78060], [-0.95293, 0.04456, 1.90604], [-1.00982, 0.14009, 0.14072], [-0.51346, 1.12586, 2.70335], [-0.01477, 2.24901, 2.12772], [-0.44400, 0.99336, 4.08250], [0.02123, 2.02463, 4.82894]], "lowdin_charge": [0.612, -0.151, -0.398, 0.004, 0.010, -0.007, 0.346, -0.304, -0.285, -0.186, -0.019, -0.036, -0.030, -0.028, -0.036, -0.035, -0.042, -0.032, 0.095, -0.123, -0.133, 0.099, -0.283, 0.045, -0.502, 0.608, -0.216, 0.070, -0.134, 0.091], "orbital_gap_ev": [5.71, 6.70], "total_charge": -1, "largest_force_ev_per_a": 2.325, "spin_multiplicity": 8, "s_squared": 15.8512, "energy_ev": -78747.1240}

***

{"formula": "C10H11ClN2OS", "method": "the ωB97M-V functional and the def2-TZVPD basis", "symbols": ["C", "C", "C", "C", "C", "C", "C", "C", "C", "C", "N", "N", "O", "S", "Cl", "H", "H", "H", "H", "H", "H", "H", "H", "H", "H", "H"], "xyz": [[0.56285, 0.51844, 0.73632], [-0.59982, 0.87991, 0.75910], [2.78865, -0.45415, 1.33201], [4.06433, -0.78662, 0.89486], [2.37036, 0.50461, -0.87832], [1.93280, 0.13993, 0.42806], [4.32919, -0.49808, -0.45502], [-1.99075, 1.74776, -1.62736], [-1.98385, -1.52565, -0.02361], [-3.36260, -0.62553, -0.22878], [3.57049, 0.12713, -1.30817], [-3.34136, 0.55298, 0.64749], [-2.36784, 2.77408, 1.02963], [-2.14155, 1.58780, 0.21303], [5.81529, -1.04876, -0.97944], [2.41811, -0.82835, 2.32195], [4.68350, -1.39576, 1.58574], [1.73452, 0.85422, -1.53357], [-1.43946, 2.64272, -1.57778], [-1.27100, 0.89788, -1.99079], [-2.07118, -2.17491, 0.74648], [-1.61342, -2.09031, -0.85987], [-1.27316, -0.76489, 0.28014], [-3.34475, -0.15899, -1.24268], [-4.19288, -1.33070, 0.03960], [-3.27647, 0.45525, 1.69099]], "lowdin_charge": [-0.009, -0.134, -0.025, -0.089, -0.028, -0.195, -0.806, -0.202, -0.054, -0.224, 0.079, -0.200, -0.350, 0.751, 0.750, 0.142, 0.121, 0.071, -0.050, 0.035, 0.024, 0.071, -0.017, 0.079, 0.119, 0.142], "orbital_gap_ev": 8.12, "largest_force_ev_per_a": 6.348, "spin_multiplicity": 1, "energy_ev": -38926.3745, "de_lowest_kcal_mol": 148.4, "smiles": "C=[S@](=O)(C#Cc1ccc(Cl)nc1)NCC"}

***

{"formula": "C10H11ClOS", "method": "the ωB97M-V functional and the def2-TZVPD basis", "symbols": ["C", "C", "C", "C", "C", "C", "C", "C", "C", "C", "O", "S", "Cl", "H", "H", "H", "H", "H", "H", "H", "H", "H", "H", "H"], "xyz": [[-2.52437, 2.12141, 1.18312], [-1.45606, 2.29512, 0.30457], [-2.42827, 1.14150, 2.15961], [-0.32577, 1.49047, 0.36411], [-1.31733, 0.31645, 2.17931], [-0.20569, 0.56196, 1.38174], [2.10721, -2.11107, -0.70430], [1.76352, -0.88190, -1.44042], [0.96573, -1.28687, -0.18166], [0.98780, -0.69766, -2.73439], [1.21990, -1.45495, 2.52360], [1.27172, -0.47828, 1.41656], [-0.69786, -1.97033, -0.35860], [-3.33227, 2.70122, 1.08498], [-1.57282, 3.11055, -0.50513], [-3.30159, 0.91175, 2.70655], [0.34642, 1.73203, -0.44120], [-1.31316, -0.40850, 2.86622], [2.03406, -3.06721, -1.21762], [2.99260, -2.22909, -0.11088], [2.39890, 0.09714, -1.25262], [0.34862, -1.45745, -2.91246], [1.72771, -0.56970, -3.44694], [0.31100, 0.13340, -2.86415]], "lowdin_charge": [-0.069, -0.076, -0.050, -0.107, -0.073, -0.390, -0.145, -0.310, -0.862, -0.069, -0.490, 0.947, 0.662, 0.061, 0.136, 0.098, 0.106, 0.071, 0.121, 0.105, 0.169, 0.023, 0.057, 0.085], "orbital_gap_ev": 9.65, "largest_force_ev_per_a": 4.498, "spin_multiplicity": 1, "energy_ev": -35950.6192, "de_lowest_kcal_mol": 0.0}